Record 1
45
Properties=species:S:1:pos:R:3:forces:R:3 method="wB97M-V/def2-TZVPD" charge=0 e_lumo_ev=0.6 de_lowest_kcal_mol=274.3 total_energy_ha=-1098.48527
C -4.642 -2.103 -5.815 2.0 1.5 -3.1
C -3.548 -1.457 -5.149 1.6 2.4 3.2
H -2.813 -1.041 -5.764 0.5 1.5 -1.6
H -3.903 -0.687 -4.401 0.5 -0.6 -0.9
S -2.377 -2.459 -4.260 -1.9 -0.8 3.1
C -3.496 -2.554 -2.593 -3.1 2.2 0.1
O -4.584 -1.833 -2.435 6.6 -4.4 -1.0
C -2.829 -3.668 -1.626 -4.4 4.0 3.7
C -1.389 -3.338 -1.184 -4.6 -1.3 5.4
C -1.398 -1.931 -0.584 1.3 -2.3 6.0
C 0.108 -1.760 0.022 -0.7 3.8 -4.5
C 0.349 -0.310 0.583 -5.4 0.2 -3.2
C 1.694 0.170 0.720 -2.3 -2.9 9.9
C 1.738 1.358 1.612 2.8 4.7 -3.6
C 3.324 1.733 1.855 -4.5 -0.8 5.9
C 3.339 3.247 2.588 4.6 -7.2 -0.9
C 2.649 3.482 3.766 -0.9 -2.9 7.9
C 3.093 4.768 4.523 -0.1 -5.7 6.4
H 2.925 5.353 3.766 -0.9 5.1 -3.2
O 4.454 4.777 4.847 1.2 1.4 -0.8
H 4.882 4.026 5.265 -1.0 -0.4 0.0
H 2.531 4.863 5.628 0.6 0.2 -3.4
H 2.987 2.461 4.621 -0.8 2.7 -2.4
H 1.549 3.380 3.909 0.6 0.2 -1.1
H 3.224 3.687 1.754 -2.2 4.5 -5.6
H 4.433 3.287 2.564 0.2 0.7 1.5
H 3.809 1.794 0.920 0.9 -0.3 -0.7
H 3.595 0.852 2.703 0.2 2.4 -2.6
H 1.351 2.296 0.960 0.7 -1.6 1.0
H 1.062 1.489 2.445 0.3 -1.1 0.5
H 2.308 -0.080 0.028 4.0 -0.1 -5.3
H 2.127 -0.700 1.519 -0.6 1.6 -1.5
H -0.206 0.461 -0.155 1.1 -1.7 0.6
H -0.416 -0.116 1.345 1.0 -0.2 1.1
H 0.702 -1.595 -1.043 -0.7 -1.5 2.6
H 0.397 -2.576 0.661 0.3 -0.2 0.0
H -1.612 -1.246 -1.330 -0.5 1.8 -1.0
H -2.223 -1.855 0.515 2.2 -0.2 -3.8
H -0.860 -3.387 -2.021 3.2 -0.4 -3.2
H -1.152 -4.110 -0.287 0.0 1.5 -2.6
H -3.175 -4.572 -2.025 0.3 -1.6 -0.6
H -3.703 -3.521 -0.457 2.7 -0.5 -3.5
H -5.068 -1.285 -6.377 -1.3 -0.2 0.0
H -4.122 -2.700 -6.523 -0.4 -1.4 -0.9
H -5.113 -2.599 -5.088 -2.9 -2.0 2.0


Record 2
68
Properties=species:S:1:pos:R:3:forces:R:3 method="wB97M-V/def2-TZVPD" charge=-1 e_lumo_ev=1.7 total_energy_ha=-2397.06398
C -2.070 -2.518 1.064 0.4 0.1 -0.4
C -1.832 -3.256 -0.268 -0.7 0.7 0.4
C -2.421 -2.435 -1.420 0.5 -0.2 0.3
C -1.747 -1.058 -1.519 0.1 -0.3 -0.5
C -1.435 -0.598 -2.962 -0.4 0.5 0.7
C -0.003 -0.097 -3.104 -0.3 -0.7 -0.3
C 1.019 -1.227 -3.113 0.1 0.2 -0.3
C 2.453 -0.696 -2.989 -0.4 -0.5 0.7
C 3.383 -1.619 -2.190 -0.3 -0.1 -0.4
C 4.474 -0.867 -1.446 0.4 -0.2 -0.9
O 4.030 -0.359 -0.195 -0.6 -0.4 0.7
C 3.862 -1.361 0.738 1.9 -0.8 0.8
O 4.800 -2.102 1.048 -1.9 1.1 -0.7
N 2.600 -1.414 1.317 0.1 -0.4 -1.3
C 2.226 -2.787 1.666 0.0 -0.4 0.5
C 1.038 -2.902 2.627 0.1 0.2 -0.3
C 0.831 -1.759 3.602 -0.3 -0.5 0.2
I 2.590 -1.201 4.687 -0.1 0.0 -0.1
C 1.541 -0.676 0.617 0.1 1.0 0.3
C 1.503 0.775 1.083 -0.4 0.2 0.1
C 0.472 1.571 0.275 0.8 -0.1 0.6
S -0.203 3.029 1.078 -1.5 1.3 -0.8
O 0.496 4.188 0.635 0.8 -0.3 0.4
O -1.614 3.003 0.868 0.2 -0.9 0.0
O 0.071 2.897 2.647 0.7 -0.2 -0.3
H -2.064 -3.186 1.919 -0.1 -0.1 0.1
H -1.295 -1.768 1.221 -0.1 0.1 0.1
H -3.005 -1.967 1.016 -0.3 -0.1 0.2
H -0.766 -3.377 -0.450 0.2 -0.3 0.1
H -2.337 -4.216 -0.190 0.2 -0.3 -0.3
H -2.267 -2.972 -2.355 -0.1 -0.1 -0.1
H -3.491 -2.341 -1.250 -0.2 0.0 -0.2
H -2.360 -0.314 -1.020 0.0 0.2 0.1
H -0.795 -1.100 -0.985 0.0 -0.1 0.1
H -1.666 -1.395 -3.665 0.1 -0.1 -0.2
H -2.094 0.243 -3.174 -0.2 0.0 -0.3
H 0.199 0.549 -2.251 0.1 0.3 -0.2
H 0.074 0.454 -4.039 0.2 0.4 0.1
H 0.791 -1.927 -2.308 0.1 -0.1 0.2
H 0.926 -1.789 -4.043 -0.1 -0.2 0.0
H 2.857 -0.523 -3.981 0.2 0.3 -0.1
H 2.385 0.242 -2.438 0.2 0.3 -0.2
H 3.829 -2.358 -2.853 0.2 -0.1 -0.1
H 2.768 -2.197 -1.500 0.1 -0.1 0.2
H 4.753 -0.005 -2.045 0.1 0.3 0.1
H 5.362 -1.488 -1.362 0.1 0.0 0.5
H 2.011 -3.347 0.751 -0.1 0.0 -0.1
H 3.070 -3.293 2.113 0.4 0.3 0.1
H 0.119 -3.027 2.052 0.0 0.1 0.1
H 1.143 -3.821 3.198 0.2 -0.2 0.0
H 0.362 -0.895 3.149 0.4 0.3 -0.1
H 0.139 -2.095 4.365 0.0 0.0 0.2
H 1.666 -0.674 -0.462 0.1 -0.3 -0.1
H 0.561 -1.095 0.832 0.1 -0.4 0.1
H 2.474 1.249 0.997 0.2 0.0 0.0
H 1.246 0.800 2.139 0.1 -0.1 0.2
H 0.974 1.969 -0.601 -0.2 0.1 -0.3
H -0.383 0.973 -0.024 -0.1 0.0 0.1
H -0.288 2.062 2.965 -0.4 0.0 0.2
B -3.407 5.841 1.047 0.6 -0.2 0.0
O -3.936 7.111 1.643 -0.3 -0.1 -0.1
C -5.236 7.172 1.449 0.3 0.5 0.3
O -5.962 8.064 1.806 -0.1 0.0 0.0
C -5.675 5.914 0.688 -0.1 -0.6 -0.3
O -6.801 5.656 0.350 -0.1 0.1 0.0
O -4.615 5.168 0.468 -0.2 0.3 0.1
F -2.838 5.046 2.031 -0.2 0.3 0.2
F -2.491 6.127 0.047 0.0 0.0 0.0